Record 1
Formula: H6O3
Source: OMol25
Level of theory: ωB97M-V/def2-TZVPD

Last column: Mulliken charge in e.
Element x y z (Å)
O -1.91090 0.18807 0.63099  -0.646
H -2.54647 0.08207 1.29799  0.306
H -2.28442 -0.20824 -0.15185  0.309
O 0.85473 0.70853 0.39154  -0.686
H 0.89690 1.64593 0.53878  0.303
H -0.01606 0.47235 0.70954  0.377
O 1.67997 -0.94275 -1.54058  -0.656
H 1.41880 -0.28034 -0.91093  0.400
H 1.90744 -1.66561 -0.96547  0.294

## Properties
structure (SMILES)	O.O.O
max |F|	2.01	eV Å⁻¹
E_LUMO	0.48	eV
net charge	0
E_HOMO	-10.47	eV
2S+1	1
relative energy (zero: lowest compared OMol25 entry of this formula, charge and spin)	29.5	kJ/mol
total energy	-229.31382	Ha
orbital gap	0.402	Ha

=====

Record 2
Formula: C27H32As2N2O7W
Source: OMol25
Level of theory: ωB97M-V/def2-TZVPD

Last column: Mulliken charge in e.
Element x y z (Å)
W 0.24869 0.21154 0.41744  2.465
C 0.11510 4.35548 0.51939  -1.121
C -1.37755 4.09124 0.27770  -0.144
C -1.82389 4.70008 -1.06078  -1.454
C -1.71685 2.63057 0.30653  1.101
C -1.25132 1.72469 -0.62664  -0.783
C -1.78429 0.37357 -0.69307  -0.963
C -2.78642 -0.01141 0.19984  1.415
C -3.56831 -1.25564 0.01659  -1.868
C -3.12766 0.87383 1.27589  -0.991
C -2.62539 2.13345 1.31903  -0.614
H 0.28732 5.42798 0.44311  0.564
H 0.73137 3.85431 -0.22617  0.076
H 0.43408 4.01716 1.50259  0.174
H -1.94577 4.56541 1.08032  0.528
H -1.16693 4.38422 -1.87390  0.307
H -1.76001 5.78468 -0.99342  0.462
H -2.85140 4.43910 -1.31555  0.408
H -0.75037 2.12012 -1.49925  -0.072
H -1.74841 -0.13629 -1.65143  1.111
H -4.51127 -0.95739 -0.46022  0.419
H -3.83111 -1.72321 0.96415  0.489
H -3.08574 -1.96409 -0.65462  0.369
H -3.82893 0.53279 2.02699  0.490
H -2.92762 2.81045 2.10852  0.498
O -1.44087 -1.11389 3.95899  -0.532
C -0.56586 -0.64124 3.31021  0.200
O -0.55642 -0.86635 1.92544  -0.557
C 0.67344 0.07404 3.75155  0.133
C 1.62857 -0.37610 4.66699  -0.537
C 2.94640 -0.00411 4.43761  -0.332
C 3.38711 0.56438 3.23667  -0.752
C 2.41612 1.01370 2.36701  0.865
C 1.09250 0.96350 2.78209  -0.339
O 0.15148 1.43927 1.93451  -0.167
N 2.62675 0.85223 0.92435  -0.228
O 1.74423 1.62125 0.06626  -0.497
O 2.01090 -0.51195 0.68046  -0.484
N 3.97628 -0.45541 5.40314  0.995
O 5.13175 -0.24792 5.10686  -0.583
O 3.58097 -0.99808 6.40931  -0.575
H 1.38801 -1.04562 5.48113  0.596
H 4.43883 0.55026 2.98608  0.571
C 1.71264 -3.36683 -0.02351  -1.094
As 0.05005 -2.38650 -0.27487  1.065
C -1.19664 -3.47119 0.75262  -1.057
C -0.35971 -2.53246 -2.17718  0.415
C -0.99732 -3.63338 -2.73212  -0.806
C -1.22997 -3.68171 -4.10216  -0.827
C -0.82502 -2.63789 -4.91758  -0.768
C -0.17301 -1.53815 -4.37165  -0.845
C 0.06144 -1.48318 -3.00382  0.028
As 1.02596 -0.02384 -2.15592  1.406
C 2.91506 -0.43086 -2.29385  -1.038
C 0.84668 1.54608 -3.29213  -1.639
H 1.54090 -4.38079 -0.38646  0.480
H 1.95255 -3.39406 1.03773  0.446
H 2.53714 -2.92104 -0.56577  0.186
H -1.71766 -4.15840 0.08766  0.409
H -1.89327 -2.85278 1.30445  0.142
H -0.60491 -4.04238 1.46601  0.499
H -1.31641 -4.46712 -2.11820  0.415
H -1.72986 -4.54017 -4.52979  0.445
H -1.01254 -2.67784 -5.98192  0.445
H 0.14393 -0.73521 -5.02601  0.463
H 3.16152 -0.50205 -3.35323  0.483
H 3.14564 -1.36955 -1.80508  0.173
H 3.48340 0.37283 -1.82868  0.436
H 1.32694 1.33038 -4.24649  0.591
H 1.36852 2.37399 -2.81355  0.446
H -0.19358 1.80348 -3.48020  0.458

## Properties
max |F|	1.80	eV Å⁻¹
E_LUMO (spin up / spin down)	-9.13 / -9.13	eV
net charge	+2
E_HOMO (spin up / spin down)	-14.77 / -14.77	eV
2S+1	1
relative energy (zero: lowest compared OMol25 entry of this formula, charge and spin)	329.9	kJ/mol
total energy	-6222.07255	Ha
orbital gap (spin up / spin down)	0.207 / 0.207	Ha

=====

Record 3
Formula: C6H14N2OS3
Source: OMol25
Level of theory: ωB97M-V/def2-TZVPD

Last column: Mulliken charge in e.
Element x y z (Å)
C -0.04141 -0.82214 0.86242  0.112
C 2.83331 0.20023 0.77778  -1.155
C 0.54679 0.52742 -2.89577  -0.687
C -2.04745 1.68843 1.54599  -0.554
C 1.77121 0.71364 -0.21229  -1.006
C 0.41784 0.50224 0.37887  0.774
N 0.58221 -1.90882 0.36896  -0.177
N -3.00336 -1.70885 0.08539  -0.419
O -0.94621 -0.93699 1.72480  -0.729
S 1.83186 -0.16751 -1.82943  -0.134
S -0.43387 1.91755 0.72504  -0.097
S -2.42240 -0.86620 -1.26787  -0.120
H 3.06185 1.07475 1.44733  0.307
H 2.59674 -0.81298 1.23474  0.306
H 3.75253 0.16333 0.28969  0.431
H -0.39327 0.46159 -2.48629  -0.013
H 0.54486 0.07836 -3.83109  0.393
H 0.60220 1.57594 -2.95592  0.363
H -2.51965 2.69368 1.45053  0.357
H -1.94497 1.16942 2.53393  0.249
H -2.67126 1.09557 0.82541  0.080
H 1.81802 1.75826 -0.27702  0.783
H 1.28635 -1.64880 -0.33272  0.119
H 0.50035 -2.74860 0.84375  0.221
H -2.81089 -2.66808 -0.07670  0.269
H -2.91140 -1.33145 1.07047  0.328

## Properties
max |F|	2.91	eV Å⁻¹
E_LUMO (spin up / spin down)	-0.71 / -0.34	eV
net charge	0
E_HOMO (spin up / spin down)	-7.04 / -8.31	eV
2S+1	1
relative energy (zero: lowest compared OMol25 entry of this formula, charge and spin)	131.1	kJ/mol
total energy	-1616.22940	Ha
orbital gap (spin up / spin down)	0.233 / 0.293	Ha